# C4H12NO2

A cluster of 3 separate species, C4H12NO2 in total (the ωB97M-V functional and the def2-TZVPD basis, the OMol25 dataset).

- Energy above the lowest of the compared OMol25 structures with the same formula, charge and spin: 0.8691 eV
- E_LUMO (alpha / beta): 0.73 / 0.72 eV
- Multiplicity: 2
- Strongest force on any atom: 2.09 eV/A
- <S²>: 0.76

Geometry (Å):
C 1.095 -1.311 0.267
C 1.791 -0.003 0.376
C 3.108 0.196 0.537
C -0.299 1.161 1.204
N 0.901 1.078 0.530
H 1.288 -1.764 -0.716
H 0.020 -1.219 0.111
H 1.350 -2.066 1.008
H 3.459 1.212 0.429
H 3.743 -0.677 0.581
H -0.713 2.107 1.472
H -0.585 0.194 1.596
H 1.284 1.991 0.342
H -3.624 -4.374 -1.859
H -3.585 -2.907 -2.327
O -3.038 -3.683 -2.221
H -2.789 3.570 -0.623
H -1.305 3.507 -0.434
O -2.101 2.990 -0.274

Cartesian forces (eV/Å) of the 6 atoms listed first:
-0.3 -1.0 -1.4
-0.9 0.7 1.7
-0.7 -0.4 -0.9
0.7 -2.0 0.0
0.3 1.4 -0.9
0.7 0.0 0.2

Atom charges from the Löwdin analysis, given in e for atoms 1 to 6: number 1, C, carries -0.061; number 2, C, carries -0.407; number 3, C, carries 0.030; number 4, C, carries -0.031; number 5, N, carries -0.069; number 6, H, carries 0.086